# 1
This record from the Open Molecules 2025 dataset describes C43H36N11O4Pm as an isolated structure in a non-equilibrium geometry. The level of theory is ωB97M-V with the def2-TZVPD basis set.

Calculated values
**Kohn-Sham gap (alpha / beta)**: 7.586 / 7.600 eV
**Electronic energy**: -86303.001 eV
**Spin multiplicity**: 5
**E_LUMO (alpha / beta)**: -0.2078 / -0.2072 hartree
**Total charge**: +2

Geometry as XYZ:
```
95
Properties=species:S:1:pos:R:3:forces:R:3
Pm 1.132 0.218 1.309 -0.160 -0.279 -0.013
N -2.144 -3.117 2.814 -0.301 0.003 -0.271
C -0.969 -2.544 2.546 0.006 1.080 -0.167
N -0.776 -1.245 2.591 -0.067 0.018 0.181
C -1.812 -0.403 3.104 1.626 -0.946 0.181
N -1.569 0.811 3.465 -0.056 0.674 -0.217
N -0.261 1.249 3.241 -0.465 -0.518 0.079
C 0.135 2.234 3.961 -1.330 -0.652 0.034
C 1.543 2.557 3.900 0.630 1.053 -0.234
C 2.082 3.575 4.678 -0.418 -0.080 0.550
C 3.435 3.868 4.610 -0.252 -0.669 -0.316
C 4.166 3.112 3.729 0.490 -0.174 -0.268
C 3.570 2.113 2.957 0.451 0.903 0.413
N 2.275 1.860 3.010 0.103 -0.400 -0.030
C -3.114 -1.005 3.328 -0.063 0.572 -0.335
C -4.210 -0.241 3.715 0.297 0.390 0.443
C -5.452 -0.792 3.837 -0.431 -0.670 -0.729
C -5.670 -2.138 3.466 0.635 0.534 0.466
C -4.566 -2.901 3.139 -0.312 -0.476 0.136
C -3.300 -2.353 3.083 0.799 0.080 0.018
H -2.236 -4.102 2.653 -0.070 -0.346 0.098
H -0.129 -3.190 2.246 -0.500 0.250 0.173
H -0.575 2.756 4.630 0.542 -0.333 -0.220
H 1.466 4.102 5.397 -0.160 -0.056 -0.156
H 3.909 4.595 5.241 -0.026 0.323 0.101
H 5.219 3.281 3.609 0.328 -0.012 0.015
H 4.217 1.594 2.268 -0.261 -0.407 -0.217
H -4.049 0.792 3.999 0.029 0.003 -0.188
H -6.242 -0.139 4.135 -0.599 0.037 0.220
H -6.643 -2.611 3.502 0.018 0.187 0.043
H -4.673 -3.956 2.989 -0.140 -0.453 -0.228
O 4.708 -2.080 1.931 1.173 -1.308 0.567
C 3.892 -1.304 1.560 -1.217 1.380 0.129
O 2.712 -1.131 2.081 -0.591 0.297 -0.332
C 4.234 -0.398 0.380 -0.578 0.165 -0.450
C 5.479 -0.650 -0.155 0.273 -0.326 0.246
C 5.760 -0.041 -1.349 0.284 0.861 -1.604
C 4.857 0.871 -1.912 0.042 -0.100 -0.200
C 3.626 1.073 -1.310 0.492 -0.049 0.431
N 3.302 0.442 -0.183 0.632 -1.292 1.460
H 6.142 -1.360 0.375 -0.501 0.541 -0.560
H 6.641 -0.257 -1.952 0.074 0.020 0.528
H 5.093 1.411 -2.831 -0.038 -0.311 0.250
H 2.883 1.744 -1.702 -0.145 0.170 -0.284
O -4.860 -0.987 -2.999 -0.504 0.775 1.414
C -4.965 -0.336 -1.700 0.277 -0.984 0.002
C -3.581 -0.266 -1.117 0.118 0.290 -0.132
C -3.194 0.889 -0.433 -1.084 -0.583 -0.240
C -1.987 0.907 0.166 1.827 0.077 -0.042
N -1.059 -0.055 -0.068 0.270 0.564 1.149
C -1.365 -1.151 -0.752 -0.316 -0.153 -0.134
C -2.653 -1.277 -1.266 -0.030 -0.612 -0.211
C -0.264 -2.173 -0.979 -0.305 1.040 -0.402
C -0.464 -3.343 -1.704 0.750 -0.064 0.725
C 0.634 -4.124 -2.048 0.314 -0.185 -0.446
C 0.554 -5.318 -2.959 0.428 -0.833 0.538
O -0.771 -5.707 -3.148 -0.799 -0.576 -0.484
C 1.901 -3.705 -1.668 -0.421 0.736 0.488
C 1.989 -2.533 -0.944 0.346 0.726 -0.059
N 0.960 -1.738 -0.624 -0.422 -0.704 0.314
H -5.765 -1.098 -3.311 0.039 -0.112 -0.205
H -5.621 -0.893 -0.973 0.478 0.221 -0.800
H -5.340 0.686 -1.720 -0.243 0.035 -0.518
H -3.848 1.734 -0.384 -0.354 0.328 0.231
H -1.657 1.774 0.765 -0.178 -0.542 -0.326
H -2.921 -2.156 -1.828 -0.109 -0.116 -0.099
H -1.423 -3.702 -1.971 -0.816 -0.064 -0.318
H 1.164 -6.159 -2.533 -0.353 0.670 -0.202
H 1.023 -5.026 -3.893 0.181 0.108 -0.325
H -0.846 -6.448 -3.789 0.261 0.763 0.636
H 2.808 -4.217 -1.936 0.095 -0.275 -0.079
H 2.945 -2.106 -0.674 0.151 -0.396 0.004
C 1.811 4.816 -0.322 0.491 -0.179 -0.228
C 1.755 3.654 0.416 -0.042 -0.098 1.407
N 0.998 2.584 0.101 0.413 0.323 0.122
C 0.298 2.660 -1.023 -0.365 0.032 -0.063
C 0.273 3.761 -1.856 0.414 -0.078 -1.011
C 1.105 4.826 -1.506 -0.652 0.653 -0.771
C -0.522 3.769 -3.127 -0.116 -0.324 -0.219
C -0.894 2.773 -3.973 0.049 1.325 1.582
C -0.586 1.343 -3.848 0.351 -0.061 -0.652
C -1.493 0.395 -4.313 0.656 0.594 0.577
C -1.027 -0.914 -4.324 -1.378 -0.506 -0.999
N 0.190 -1.270 -4.010 1.408 0.640 0.803
C 0.976 -0.265 -3.544 -0.150 -0.823 -0.115
N 0.660 0.999 -3.418 -0.823 0.298 -0.340
H 2.445 5.672 -0.063 -0.298 -0.531 0.134
H 2.255 3.572 1.384 0.053 0.177 -0.528
H -0.303 1.811 -1.266 -0.115 -0.248 -0.137
H 1.188 5.699 -2.157 -0.178 -0.275 0.127
H -0.885 4.758 -3.393 0.121 -0.004 -0.028
H -1.561 3.103 -4.770 0.178 -0.401 0.026
H -2.479 0.707 -4.637 0.094 -0.303 -0.035
H -1.676 -1.711 -4.705 0.121 0.207 0.212
H 1.989 -0.516 -3.241 -0.074 -0.240 -0.089
```
Forces are in eV/Å.

These are the Löwdin partial charges, in e, on atoms 1 to 5:
1. Pm 1.767
2. N 0.144
3. C -0.122
4. N 0.041
5. C -0.284



# 2
This record from the Open Molecules 2025 dataset describes C43H36N3O3PPt as an isolated structure. The level of theory is ωB97M-V with the def2-TZVPD basis set.

Calculated values
**Kohn-Sham gap**: 6.828 eV
**Electronic energy**: -68327.273 eV
**E_LUMO**: -0.0069 hartree
**Energy relative to the best compared isomer or geometry (same formula, charge and spin)**: 19.4 kcal per mole

Geometry as XYZ:
```
87
Properties=species:S:1:pos:R:3:forces:R:3
Pt 2.055 1.979 0.314 -0.174 -0.583 0.596
N 2.445 3.963 1.135 -0.240 -0.077 0.175
C 1.530 5.060 0.918 0.006 0.009 -0.036
C 1.801 6.320 1.369 -0.021 -0.053 0.069
C 0.869 7.364 1.192 -0.014 0.018 0.000
C -0.324 7.125 0.575 -0.007 0.011 0.021
C -0.618 5.838 0.070 0.043 -0.002 -0.020
C -1.820 5.531 -0.611 0.000 0.008 -0.002
C -1.995 4.284 -1.126 -0.027 -0.036 -0.042
C -0.963 3.330 -0.979 0.085 0.040 0.139
N 0.144 3.566 -0.323 -0.214 -0.029 -0.162
C 0.325 4.799 0.218 0.075 0.010 -0.083
H 2.450 3.722 2.124 0.084 0.128 0.034
H 3.397 4.196 0.856 0.019 -0.107 -0.108
H 2.733 6.514 1.886 0.004 -0.009 -0.004
H 1.105 8.352 1.563 -0.005 -0.001 0.003
H -1.054 7.916 0.454 0.002 0.001 -0.004
H -2.579 6.297 -0.717 0.004 -0.004 -0.007
H -2.899 4.010 -1.652 0.001 0.011 -0.008
H -1.064 2.340 -1.402 -0.036 -0.125 0.022
O 4.651 2.893 -0.230 0.081 0.029 0.169
C 3.965 1.894 -0.106 0.015 0.147 -0.176
C 4.620 0.535 -0.183 -0.055 -0.003 -0.078
C 6.003 0.397 -0.210 -0.026 -0.020 -0.009
C 6.556 -0.872 -0.221 0.012 0.009 -0.001
C 5.733 -1.996 -0.212 0.011 -0.025 0.008
C 4.354 -1.857 -0.203 -0.010 0.017 -0.021
C 3.797 -0.583 -0.197 0.073 0.059 -0.063
P 2.024 -0.168 -0.250 0.001 -0.110 -0.110
C 1.293 -1.444 0.812 0.162 -0.066 0.084
C 0.278 -2.299 0.396 0.146 -0.155 0.085
C -0.233 -3.247 1.271 0.150 -0.079 -0.107
C 0.250 -3.328 2.569 0.043 0.035 0.028
C 1.250 -2.466 2.994 -0.052 -0.032 0.035
C 1.773 -1.529 2.117 0.024 0.055 -0.053
C 1.576 -0.546 -1.971 -0.105 0.026 0.063
C 1.177 0.503 -2.793 -0.018 -0.008 0.026
C 0.891 0.275 -4.131 -0.047 -0.016 -0.003
C 0.990 -1.006 -4.654 -0.021 0.008 0.000
C 1.384 -2.059 -3.839 0.013 0.009 0.022
C 1.683 -1.829 -2.504 0.014 -0.018 -0.005
H 6.621 1.286 -0.208 -0.003 0.005 0.005
H 7.631 -0.995 -0.226 0.000 -0.001 -0.001
H 6.173 -2.985 -0.206 0.001 0.003 -0.002
H 3.720 -2.735 -0.184 -0.007 0.005 0.009
H -0.131 -2.219 -0.603 0.011 -0.007 -0.001
H -1.022 -3.907 0.935 0.153 0.006 0.033
H -0.161 -4.060 3.253 -0.007 -0.010 0.004
H 1.619 -2.516 4.010 0.002 0.000 0.002
H 2.546 -0.847 2.452 0.008 0.001 -0.007
H 1.100 1.499 -2.374 0.009 0.022 0.005
H 0.586 1.099 -4.764 0.004 -0.004 0.000
H 0.759 -1.186 -5.697 0.008 0.001 0.007
H 1.463 -3.060 -4.243 0.003 0.001 0.003
H 1.998 -2.655 -1.879 -0.009 0.000 0.003
C -3.366 -4.411 -3.134 -0.001 -0.003 -0.014
C -3.390 -4.075 -1.665 0.001 -0.025 0.002
C -3.667 -5.077 -0.740 0.043 -0.022 -0.017
C -3.665 -4.797 0.616 -0.042 0.039 0.024
C -3.381 -3.520 1.067 -0.270 0.071 -0.014
C -3.123 -2.496 0.154 -0.034 0.115 -0.026
N -2.754 -1.197 0.524 0.018 -0.042 -0.061
C -2.808 -0.626 1.784 0.136 0.039 0.139
C -3.847 -0.914 2.680 0.010 0.030 -0.032
C -3.887 -0.335 3.934 -0.023 -0.020 0.021
C -2.900 0.555 4.337 -0.010 0.011 -0.004
C -1.893 0.877 3.446 -0.039 0.031 -0.007
C -1.828 0.319 2.171 -0.077 -0.056 0.046
C -0.687 0.757 1.287 -0.024 -0.298 -0.209
O 0.167 1.520 1.803 0.464 0.451 -0.322
O -0.615 0.318 0.102 -0.292 0.555 -0.017
C -3.138 -2.774 -1.225 0.030 -0.015 0.027
C -2.847 -1.663 -2.197 -0.077 0.006 -0.019
H -3.374 -5.490 -3.278 -0.016 0.004 0.001
H -2.476 -4.011 -3.624 0.000 -0.020 0.003
H -4.235 -3.999 -3.654 0.011 0.016 0.004
H -3.870 -6.083 -1.088 0.001 0.002 0.001
H -3.866 -5.584 1.332 0.006 0.005 0.003
H -3.330 -3.322 2.127 0.018 0.000 0.020
H -1.988 -0.786 -0.013 -0.097 0.021 -0.011
H -4.641 -1.579 2.372 -0.003 -0.023 -0.020
H -4.705 -0.579 4.601 -0.001 -0.001 -0.001
H -2.927 1.000 5.322 0.001 0.000 0.001
H -1.117 1.580 3.715 -0.014 -0.012 0.004
H -3.259 -0.721 -1.833 0.003 -0.010 -0.031
H -3.272 -1.867 -3.178 0.018 0.006 0.003
H -1.772 -1.513 -2.328 0.092 0.051 -0.030
```
Forces are in eV/Å.

These are the Löwdin partial charges, in e, on atoms 1 to 5:
1. Pt 0.987
2. N -0.013
3. C -0.207
4. C -0.014
5. C -0.068